135
Properties=species:S:1:pos:R:3 method="wB97M-V/def2-TZVPD" total_energy_ev=-169575.86381 multiplicity=1 orbital_gap_ev=10.42 smiles="CCOS(C)(=O)=O.CCOS(C)(=O)=O.CCOS(C)(=O)=O.CCOS(C)(=O)=O.CCOS(C)(=O)=O.CCOS(C)(=O)=O.CCOS(C)(=O)=O.CCOS(C)(=O)=O.CC#N.CCO" relative_energy_ev=0.021 lumo_energy_ev=0.0
C -0.382 -0.502 -0.535
C 0.973 -0.757 -1.184
O 1.988 -0.942 -0.204
H -0.270 0.269 0.230
H -0.807 -1.386 -0.047
H -1.117 -0.096 -1.234
H 1.177 0.123 -1.799
H 0.962 -1.605 -1.878
H 2.044 -1.882 -0.015
C -1.278 -3.477 -1.782
C -2.118 -4.264 -0.886
N -2.791 -4.924 -0.223
H -1.747 -2.488 -1.803
H -1.205 -3.850 -2.798
H -0.265 -3.367 -1.403
O 1.850 4.146 -3.593
S 1.587 3.104 -2.649
O 2.189 1.807 -2.742
O 1.979 3.769 -1.242
C 2.266 2.866 -0.165
C 2.801 3.643 1.011
C -0.192 3.047 -2.455
H 3.060 2.184 -0.486
H 1.418 2.205 0.036
H 2.163 4.438 1.387
H 3.797 3.996 0.738
H 2.965 2.948 1.838
H -0.642 2.438 -3.232
H -0.479 4.088 -2.575
H -0.479 2.701 -1.466
O 6.966 0.270 -3.112
S 5.713 0.853 -2.738
O 5.647 2.191 -2.235
O 4.729 0.675 -3.992
C 4.464 1.825 -4.839
C 5.706 2.392 -5.529
C 4.872 -0.306 -1.644
H 3.937 2.567 -4.243
H 3.849 1.424 -5.646
H 6.436 1.601 -5.700
H 6.195 3.198 -4.981
H 5.426 2.819 -6.495
H 3.802 -0.138 -1.678
H 5.293 -0.233 -0.648
H 5.150 -1.258 -2.092
O -6.091 -2.997 0.175
S -5.427 -1.986 0.931
O -6.023 -0.700 1.108
O -5.152 -2.563 2.418
C -4.596 -3.887 2.495
C -4.828 -4.445 3.885
C -3.738 -1.714 0.382
H -3.542 -3.837 2.193
H -5.048 -4.631 1.825
H -4.288 -3.864 4.636
H -4.437 -5.465 3.954
H -5.880 -4.569 4.132
H -3.843 -1.053 -0.481
H -3.383 -2.657 -0.034
H -3.099 -1.275 1.133
O -1.096 -0.638 -4.082
S -0.490 -0.200 -5.298
O -1.041 -0.541 -6.572
O -0.402 1.408 -5.201
C 0.227 2.176 -6.230
C -0.322 3.586 -6.215
C 1.263 -0.616 -5.306
H 0.198 1.746 -7.232
H 1.289 2.241 -5.942
H -1.397 3.537 -6.413
H 0.143 4.143 -7.029
H -0.138 4.106 -5.280
H 1.276 -1.692 -5.481
H 1.627 -0.415 -4.301
H 1.775 -0.112 -6.114
O 0.115 2.022 4.687
S -0.601 3.071 4.015
O -0.127 3.496 2.737
O -2.158 2.682 3.919
C -2.450 1.358 3.455
C -3.913 1.097 3.741
C -0.856 4.437 5.141
H -1.868 0.596 3.976
H -2.252 1.280 2.384
H -4.175 0.145 3.286
H -4.603 1.830 3.325
H -4.093 1.054 4.815
H -1.736 4.993 4.841
H 0.038 5.057 5.047
H -0.888 4.117 6.177
O 0.386 -2.848 6.484
S 1.169 -1.725 6.903
O 2.043 -1.786 8.028
O 2.093 -1.256 5.680
C 1.579 -1.342 4.351
C 2.672 -1.018 3.363
C 0.140 -0.276 7.093
H 0.691 -0.717 4.199
H 1.240 -2.365 4.146
H 3.042 0.005 3.448
H 2.203 -1.036 2.375
H 3.481 -1.742 3.401
H -0.562 -0.547 7.882
H -0.453 -0.171 6.188
H 0.786 0.553 7.335
O 1.660 -3.943 0.478
S 1.368 -5.349 0.434
O 1.099 -6.017 -0.799
O 2.581 -6.150 1.099
C 3.422 -5.474 2.066
C 4.677 -6.294 2.245
C 0.029 -5.792 1.574
H 2.886 -5.391 3.024
H 3.608 -4.446 1.755
H 5.277 -6.270 1.333
H 4.398 -7.347 2.327
H 5.249 -5.976 3.109
H -0.271 -6.797 1.317
H -0.711 -5.011 1.434
H 0.435 -5.723 2.581
O -4.527 1.562 -0.966
S -3.488 2.411 -0.470
O -2.237 1.940 0.026
O -3.121 3.495 -1.586
C -4.160 4.027 -2.453
C -3.475 4.762 -3.580
C -4.216 3.511 0.726
H -4.778 4.689 -1.838
H -4.787 3.223 -2.844
H -4.155 4.929 -4.420
H -2.606 4.256 -3.990
H -3.209 5.767 -3.244
H -4.539 2.984 1.621
H -5.082 4.029 0.322
H -3.437 4.233 0.969

117
Properties=species:S:1:pos:R:3 method="wB97M-V/def2-TZVPD" total_energy_ev=-57227.25743 charge=+1 multiplicity=2 orbital_gap_ev="7.62 / 2.45" lumo_energy_ev="-2.2 / -7.4"
C -4.831 -0.562 -2.496
O -4.983 0.836 -2.230
C -3.934 1.223 -1.379
C -4.010 2.734 -1.046
N -5.022 3.248 -0.109
C -5.291 4.754 -0.153
C -6.449 5.118 0.833
O -6.446 6.568 1.085
C -7.273 7.008 2.148
H -3.880 -0.671 -3.017
H -5.567 -0.856 -3.243
H -5.023 -1.197 -1.631
H -3.006 1.098 -1.937
H -3.925 0.617 -0.473
H -3.896 3.357 -1.933
H -3.069 3.024 -0.579
H -5.749 2.594 0.144
H -5.423 5.188 -1.144
H -4.395 5.194 0.283
H -6.321 4.625 1.797
H -7.424 4.708 0.571
H -6.763 6.519 2.977
H -8.280 6.623 1.987
H -7.264 8.095 2.219
C 2.769 -2.119 -1.332
O 3.932 -2.942 -1.181
C 4.616 -3.221 -2.369
C 5.956 -3.720 -1.803
N 6.633 -2.570 -1.314
C 7.942 -2.736 -0.807
C 8.637 -1.384 -0.278
O 7.910 -0.532 0.606
C 8.343 -0.732 1.994
H 2.234 -2.547 -2.180
H 2.950 -1.055 -1.478
H 2.084 -2.166 -0.485
H 4.615 -2.371 -3.052
H 4.004 -4.033 -2.764
H 6.407 -4.278 -2.623
H 5.660 -4.462 -1.062
H 6.034 -2.180 -0.601
H 8.554 -3.013 -1.665
H 7.932 -3.464 0.004
H 9.035 -0.766 -1.083
H 9.581 -1.751 0.124
H 7.645 -0.209 2.648
H 9.292 -0.287 2.292
H 8.237 -1.784 2.261
C 3.355 -3.237 2.506
O 1.977 -3.487 2.719
C 1.154 -4.216 1.784
C -0.191 -4.463 2.460
N -1.071 -3.291 2.386
C -1.663 -2.937 1.080
C -2.602 -3.987 0.350
O -3.303 -3.328 -0.661
C -3.931 -4.154 -1.711
H 3.315 -2.687 1.566
H 3.956 -4.144 2.433
H 3.848 -2.605 3.245
H 1.592 -5.207 1.666
H 1.169 -3.760 0.794
H 0.180 -4.523 3.483
H -0.648 -5.438 2.291
H -1.807 -3.327 3.077
H -1.009 -2.554 0.297
H -2.175 -2.040 1.429
H -3.304 -4.484 1.019
H -2.061 -4.815 -0.108
H -4.133 -3.432 -2.502
H -4.680 -4.837 -1.310
H -3.146 -4.830 -2.050
C -3.128 0.787 2.419
C -4.576 1.056 2.515
O -4.794 2.495 2.525
H -3.022 -0.293 2.322
H -2.486 0.957 3.284
H -2.706 1.165 1.487
H -4.959 0.608 3.432
H -5.088 0.655 1.640
H -4.615 2.927 1.686
C -0.467 -3.005 -4.230
C -0.326 -1.550 -4.702
O -1.299 -0.797 -4.109
H 0.426 -3.508 -4.600
H -1.386 -3.453 -4.608
H -0.322 -2.948 -3.151
H -0.207 -1.536 -5.785
H 0.638 -1.208 -4.325
H -1.168 0.136 -4.295
C 0.062 0.180 0.423
C 0.471 1.026 -0.725
O 0.192 2.387 -0.318
H 0.263 -0.852 0.136
H -0.994 0.404 0.578
H 0.659 0.380 1.313
H -0.083 0.711 -1.610
H 1.551 0.883 -0.756
H 0.530 2.987 -0.987
C -1.059 3.204 3.886
C 0.147 2.393 3.656
O -0.033 1.155 4.337
H -1.899 3.075 3.203
H -0.742 4.235 3.727
H -1.430 3.148 4.909
H 1.097 2.764 4.041
H 0.094 2.294 2.572
H 0.533 1.168 5.113
C 4.520 4.477 -1.674
C 2.983 4.910 -1.814
O 2.455 4.318 -3.033
H 5.095 5.172 -2.286
H 4.562 3.422 -1.943
H 4.621 4.587 -0.594
H 2.836 5.990 -1.835
H 2.437 4.586 -0.928
H 3.019 4.774 -3.662

119
Properties=species:S:1:pos:R:3 method="wB97M-V/def2-TZVPD" total_energy_ev=-60763.87792 charge=-1 multiplicity=1 orbital_gap_ev=7.45 relative_energy_ev=13.380 lumo_energy_ev=2.2
C -0.713 0.319 -0.794
O -0.101 0.965 0.334
H -1.135 1.195 -1.174
H -1.445 -0.428 -0.433
H 0.169 0.020 -1.512
C -0.313 3.945 -1.181
O 0.837 3.334 -0.731
H -1.011 3.285 -1.222
H -0.286 4.224 -2.255
H -0.528 4.853 -0.620
H 0.483 2.370 -0.414
C -0.888 3.442 2.605
O -1.503 2.232 2.264
H 0.269 3.226 3.020
H -1.438 4.182 3.186
H -0.813 4.040 1.645
H -1.013 1.744 1.483
C -4.479 0.969 -1.102
O -5.391 -0.012 -1.557
H -4.625 1.845 -1.468
H -3.526 0.935 -1.407
H -4.258 0.800 0.021
H -5.777 -0.524 -0.730
C 1.447 2.114 5.771
O 2.170 1.207 5.059
C 1.371 0.579 4.144
C 2.169 -0.542 3.382
N 1.292 -1.156 2.470
C 1.918 -2.175 1.707
C 0.853 -2.678 0.753
O 1.232 -3.955 0.315
C 0.405 -4.272 -0.872
H 1.910 2.651 6.574
H 0.444 2.041 6.116
H 1.338 3.169 5.110
H 1.185 1.105 3.208
H 0.393 0.207 4.527
H 2.422 -1.304 4.162
H 3.127 -0.137 2.957
H 1.036 -0.556 1.813
H 2.219 -2.956 2.431
H 2.697 -1.754 1.183
H 0.797 -1.994 -0.122
H 0.066 -3.097 1.305
H 0.213 -5.396 -1.056
H 0.999 -3.958 -1.636
H -0.550 -3.635 -1.035
C 3.134 1.071 -0.129
O 4.393 0.586 -0.643
C 5.279 0.357 0.420
C 6.593 -0.249 -0.204
N 7.694 -0.428 0.793
C 8.005 0.767 1.551
C 9.188 0.531 2.417
O 9.366 1.744 3.286
C 10.368 1.537 4.226
H 3.364 1.909 0.593
H 2.691 0.455 0.789
H 2.331 1.041 -0.840
H 5.045 -0.198 1.264
H 5.527 1.383 0.862
H 7.055 0.366 -1.075
H 6.248 -1.288 -0.537
H 7.310 -1.023 1.542
H 7.175 1.047 2.390
H 7.959 1.597 0.904
H 9.973 0.288 1.545
H 8.991 -0.264 3.132
H 11.340 1.577 3.763
H 10.256 0.712 5.004
H 10.576 2.388 5.029
C 1.637 -4.031 -5.189
O 1.574 -2.527 -5.054
C 0.458 -1.915 -4.516
C 0.672 -0.449 -4.466
N -0.697 0.237 -4.257
C -0.492 1.666 -4.429
C -1.887 2.263 -4.313
O -1.636 3.693 -4.409
C -2.744 4.499 -4.803
H 2.473 -4.139 -5.764
H 0.562 -4.137 -5.439
H 1.827 -4.571 -4.177
H 0.147 -2.532 -3.574
H -0.308 -2.199 -5.139
H 1.229 0.027 -5.379
H 1.455 -0.329 -3.695
H -0.726 0.278 -3.140
H -0.128 1.908 -5.519
H 0.210 2.043 -3.663
H -2.657 2.094 -3.489
H -2.531 2.083 -5.114
H -2.513 5.602 -4.754
H -3.816 4.075 -4.348
H -2.795 4.392 -5.775
C -2.271 -1.200 2.867
O -3.664 -1.290 2.917
C -4.187 -1.703 1.637
C -5.741 -1.632 1.746
N -6.286 -1.571 0.370
C -7.727 -1.517 0.318
C -8.270 -1.578 -1.091
O -9.696 -1.676 -1.061
C -10.180 -2.993 -0.916
H -1.707 -0.667 2.226
H -1.941 -2.277 2.788
H -2.083 -0.726 4.085
H -3.927 -2.753 1.361
H -3.796 -1.235 0.809
H -6.124 -0.736 2.241
H -6.270 -2.406 2.303
H -6.051 -2.408 -0.131
H -7.867 -0.613 0.911
H -8.169 -2.188 1.056
H -7.852 -2.451 -1.836
H -7.952 -0.634 -1.689
H -10.004 -3.502 -1.830
H -11.293 -3.038 -0.867
H -9.737 -3.591 -0.122

121
Properties=species:S:1:pos:R:3 method="wB97M-V/def2-TZVPD" total_energy_ev=-61226.55789 charge=+1 multiplicity=3 orbital_gap_ev="6.44 / 3.29" relative_energy_ev=8.075 lumo_energy_ev="-4.3 / -7.4"
Pd -0.927 1.027 -2.791
F 0.070 0.645 -0.217
C 4.049 -2.424 1.682
C 3.041 -2.364 2.834
C 3.197 -1.163 3.783
O 4.499 -1.116 4.244
C 4.659 -0.373 5.442
N 1.761 -2.332 2.147
H 3.882 -2.916 0.724
H 4.984 -2.874 2.015
H 4.478 -1.461 1.408
H 2.962 -3.281 3.417
H 2.480 -1.192 4.603
H 3.003 -0.221 3.271
H 5.624 -0.609 5.891
H 3.882 -0.492 6.198
H 4.614 0.711 5.337
H 0.948 -2.538 2.709
H 1.710 -1.395 1.772
C -4.566 -0.644 3.382
C -3.559 0.353 2.953
C -3.758 1.759 3.547
O -2.915 2.663 2.896
C -2.697 4.012 3.433
N -2.291 -0.156 3.206
H -5.510 -0.323 2.943
H -4.652 -0.823 4.454
H -4.249 -1.502 2.789
H -3.667 0.389 1.869
H -3.562 1.701 4.617
H -4.751 2.192 3.423
H -1.830 4.447 2.938
H -2.400 4.052 4.481
H -3.609 4.578 3.244
H -1.897 -0.003 2.289
H -1.652 0.478 3.664
C 3.908 -0.429 -3.522
C 2.959 -0.505 -4.705
C 3.526 -1.378 -5.815
O 3.734 -2.749 -5.327
C 4.495 -3.506 -6.221
N 1.675 -1.046 -4.364
H 3.292 0.131 -2.818
H 4.864 0.053 -3.724
H 4.176 -1.442 -3.225
H 2.886 0.486 -5.154
H 4.474 -0.955 -6.150
H 2.820 -1.493 -6.637
H 5.520 -3.179 -6.396
H 3.881 -3.640 -7.112
H 4.521 -4.510 -5.798
H 1.241 -1.240 -5.255
H 1.913 -1.989 -4.092
C -3.567 5.281 -1.160
C -2.584 4.271 -1.778
C -1.079 4.567 -1.439
O -0.217 3.940 -2.363
C 1.124 4.379 -2.218
N -2.857 2.948 -1.380
H -3.392 5.563 -0.121
H -4.615 4.983 -1.188
H -3.626 6.232 -1.690
H -2.800 4.375 -2.841
H -0.788 4.209 -0.451
H -0.942 5.647 -1.484
H 1.205 5.407 -2.571
H 1.748 3.818 -2.913
H 1.383 4.295 -1.162
H -2.748 2.790 -0.388
H -3.855 2.874 -1.517
C -3.962 -3.017 -4.253
C -4.469 -2.296 -2.999
C -5.447 -3.177 -2.193
O -5.886 -2.552 -1.023
C -6.774 -3.469 -0.318
N -3.482 -1.825 -2.230
H -3.130 -2.629 -4.840
H -4.673 -3.280 -5.037
H -3.462 -3.925 -3.914
H -5.139 -1.507 -3.342
H -4.973 -4.113 -1.898
H -6.226 -3.551 -2.856
H -7.051 -2.979 0.615
H -6.523 -4.525 -0.221
H -7.714 -3.629 -0.846
H -2.815 -2.583 -2.233
H -3.692 -1.650 -1.257
C 3.809 8.209 3.241
C 2.557 7.641 2.510
C 2.523 6.110 2.410
O 3.744 5.429 1.952
C 3.753 4.010 2.213
N 1.440 8.084 3.344
H 4.028 7.626 4.135
H 3.624 9.256 3.483
H 4.746 8.136 2.689
H 2.549 7.928 1.458
H 1.627 5.702 1.943
H 2.445 5.899 3.476
H 3.309 3.836 3.193
H 4.782 3.655 2.259
H 3.210 3.472 1.436
H 1.682 7.661 4.228
H 1.509 9.061 3.592
C 1.371 -5.749 -2.196
C 0.109 -6.004 -1.425
C 0.299 -6.862 -0.063
O -0.980 -6.800 0.626
C -1.201 -7.689 1.747
N -0.467 -4.637 -1.041
H 1.921 -6.675 -2.365
H 1.990 -5.074 -1.606
H 1.111 -5.339 -3.172
H -0.673 -6.444 -2.044
H 1.120 -6.423 0.505
H 0.688 -7.824 -0.396
H -2.289 -7.743 1.784
H -0.760 -7.231 2.632
H -0.784 -8.670 1.517
H -1.128 -4.846 -0.307
H 0.129 -3.995 -0.539